Formula: C8H4NO3PS2
Source: the OMol25 dataset
Level of theory: wB97M-V/def2-TZVPD

Last column: Löwdin charge in e.
Element x y z (Å)
C -3.0431 0.8294 -0.6951  -0.149
C -3.4128 -0.2242 0.1812  -0.168
C -1.7300 1.1134 -0.9681  -0.090
C -2.4165 -0.8767 0.8663  -0.177
C -0.7377 0.5071 -0.2533  -0.376
C -1.1137 -0.4326 0.7483  -0.558
C 1.3713 -0.1951 0.1148  -0.450
C 3.9117 0.6108 0.8354  -1.287
N 0.5832 0.5289 -0.4973  -0.018
O 3.8471 0.2416 1.9256  -0.040
O 3.5605 -2.5016 -1.3453  -0.530
O 3.8526 -0.3459 -0.1984  -0.413
P 3.1214 -1.0783 -1.3410  0.649
S 4.0978 2.1810 0.4420  0.419
S 0.3120 -1.1106 1.4450  0.873
H -3.7790 1.4821 -1.0197  0.052
H -4.4522 -0.4055 0.3815  0.059
H -1.4194 1.5730 -1.9165  0.106
H -2.5532 -1.8969 1.2946  0.098

Calculated values
**E_LUMO (spin up / spin down)**: 5.40 / 5.02 eV
**Multiplicity**: 3
**HOMO-LUMO gap (spin up / spin down)**: 0.1299 / 0.2111 Ha
**Relative energy (zero: lowest compared OMol25 entry of this formula, charge and spin)**: 3.167 eV
**HOMO energy (spin up / spin down)**: 1.9 / -0.7 eV
**Net charge**: -2